ORCA calculation (ωB97M-V with the def2-TZVPD basis set) on the molecule C3H5N3.

* DFT total energy: -7660.983 eV
* structure (SMILES): Cc1c[nH]nn1
* gap between HOMO and LUMO: 10.69 eV

Geometry as ORCA input:
```
! RIJCOSX wB97M-V def2-TZVPD def2/J DEFGRID3
* xyz 0 1
N 0.613 -1.290 -0.150
N 1.835 -0.934 -0.198
N 1.898 0.425 -0.172
C -0.186 -0.170 -0.073
C 0.618 0.930 -0.067
C -1.663 -0.332 0.024
H -2.127 0.528 0.517
H -1.876 -1.237 0.604
H 0.381 1.987 -0.051
H 2.622 0.556 0.531
H -2.114 -0.462 -0.965
*
```

***

ORCA calculation (ωB97M-V with the def2-TZVPD basis set) on a structure of composition C31H32Br60N2O5P2S.

* DFT total energy: -4277838.895 eV
* gap between HOMO and LUMO: 7.97 eV

Geometry as ORCA input:
```
! RIJCOSX wB97M-V def2-TZVPD def2/J DEFGRID3
* xyz 0 1
Br 5.103 -8.977 -5.711
Br 1.120 8.161 6.837
Br 2.334 5.869 -8.379
Br -8.925 12.397 -0.939
Br -5.582 -10.882 4.933
Br -8.735 -11.001 5.469
Br 6.476 -2.394 -14.610
Br 7.024 16.104 2.841
Br 4.237 14.583 5.652
Br 2.921 -4.952 -8.780
Br -1.671 -10.059 0.204
Br 4.320 7.495 -3.811
Br -3.104 19.200 4.946
Br 5.374 -3.203 -9.831
Br -2.987 13.184 -1.456
Br -7.235 -8.186 5.187
Br -0.528 11.811 0.042
Br 0.772 2.569 0.488
Br 4.009 -14.003 0.889
Br 6.983 18.027 5.389
Br -1.972 8.313 1.531
Br -8.049 -4.883 5.960
Br 4.572 -5.924 -11.327
Br -0.342 10.925 6.225
Br 4.341 -0.178 -13.752
Br -6.417 10.498 -1.484
Br 0.532 6.431 0.944
Br -0.707 -5.444 -10.218
Br 4.293 -12.244 -1.751
Br 0.496 8.276 3.554
Br 0.548 5.976 -5.744
Br -1.331 0.708 2.122
Br 6.314 3.144 -8.461
Br 2.737 12.669 3.583
Br -6.473 12.371 1.106
Br 0.705 -5.468 -13.083
Br 4.513 17.998 3.372
Br 9.266 -11.917 -1.202
Br 6.071 -14.872 -1.389
Br 1.077 14.818 5.275
Br 5.307 0.622 -10.144
Br 2.490 -10.432 -4.597
Br 3.843 3.426 -10.463
Br -0.603 17.925 6.462
Br -1.952 10.309 -2.384
Br 9.494 -13.904 1.287
Br -1.537 3.913 2.257
Br 2.001 8.674 -1.956
Br 0.683 -2.796 -11.340
Br 2.086 10.834 8.298
Br -8.498 -4.285 9.061
Br 2.787 3.718 -6.054
Br 2.369 5.515 -2.239
Br 4.185 -11.776 -6.942
Br 3.691 -3.267 -13.316
Br -2.017 16.325 4.086
Br 0.334 -12.503 -0.179
Br 7.401 -11.495 1.354
Br 1.350 -9.830 1.242
Br -10.590 -6.093 7.460
S -3.090 -1.133 1.783
P -1.278 -1.848 2.123
P -4.540 -3.557 4.839
O -3.093 -6.215 5.855
O -5.268 -2.090 4.848
O -5.168 -4.415 3.844
O -1.209 -8.805 3.177
O -4.670 -4.077 6.361
N -4.684 -9.149 1.235
N -3.079 -7.581 3.934
C 0.165 -10.583 -0.080
C -8.748 -5.550 7.626
C 4.801 2.262 -9.267
C -1.537 -6.362 2.729
C -2.097 -4.143 3.536
C 0.590 9.876 7.544
C -7.022 12.170 -0.734
C -0.787 -4.507 1.515
C -4.582 -8.901 2.470
C -1.399 -3.660 2.418
C -2.848 -6.390 4.699
C 9.113 -12.104 0.711
C 4.640 -4.981 -9.647
C 4.388 -14.016 -0.998
C -2.180 11.523 -0.904
C -0.068 8.086 1.720
C -0.262 -4.414 -11.787
C -2.747 -3.231 4.566
C 6.418 17.788 3.560
C 3.251 7.228 -2.226
C -7.098 -10.027 5.759
C -0.336 2.424 2.066
C -1.829 -7.790 3.245
C 5.067 -1.924 -13.380
C -2.257 17.573 5.538
C 2.269 5.528 -6.482
C -4.240 -7.529 3.046
C -2.164 -5.497 3.657
C -0.832 -5.893 1.665
C 4.241 -10.667 -5.368
C 2.606 13.640 5.247
H -4.114 -6.831 2.196
H 3.929 7.232 -1.383
H -0.632 -1.294 3.239
H 9.864 -11.463 1.152
H 3.615 -14.606 -1.472
H -2.638 -2.183 4.261
H -0.520 -1.675 0.945
H 4.844 -11.186 -4.634
H -5.102 -7.178 3.630
H -0.343 -6.583 0.982
H -6.917 -10.019 6.825
H 4.122 2.001 -8.466
H 5.312 -5.530 -9.003
H -0.105 9.688 8.351
H 0.331 2.450 2.920
H -6.544 12.961 -1.296
H -5.452 -3.695 6.787
H 0.470 -10.187 -1.039
H -0.251 -4.120 0.649
H 6.885 18.570 2.978
H -8.177 -6.434 7.877
H -2.926 17.107 6.249
H 0.401 8.886 1.159
H 5.510 -1.879 -12.394
H -4.518 -8.289 0.701
H -2.228 -3.334 5.531
H -4.747 -9.712 3.198
H 2.459 12.908 6.031
H -1.195 -4.121 -12.249
H -2.865 11.052 -0.210
H -4.805 -1.599 5.548
H 2.995 6.183 -6.018
*
```